1.
DFT (wB97M-V/def2-TZVPD) results for C33H33AsAuNO2SSe2 as an isolated structure in a non-equilibrium geometry.

```
! RIJCOSX wB97M-V def2-TZVPD def2/J DEFGRID3
* xyz 0 1
Au 0.82 -1.19 -0.21
C 3.48 -0.75 -2.37
C 4.02 -0.77 -0.98
C 5.41 -0.67 -0.77
C 5.90 -0.66 0.51
C 5.00 -0.72 1.60
C 5.44 -0.65 2.93
C 4.54 -0.67 3.96
C 3.18 -0.82 3.69
C 2.71 -0.92 2.39
S 1.01 -1.16 2.19
C 3.62 -0.84 1.30
N 3.18 -0.88 0.03
H 4.29 -0.77 -3.10
H 2.90 0.16 -2.52
H 2.81 -1.59 -2.54
H 6.07 -0.61 -1.62
H 6.96 -0.59 0.70
H 6.50 -0.56 3.12
H 4.87 -0.59 4.99
H 2.46 -0.86 4.50
O -3.93 -2.69 -2.88
C -2.69 -2.04 -2.75
C -1.53 -3.02 -2.96
C -1.90 -3.96 -4.14
O -2.20 -3.26 -5.32
C -0.28 -2.26 -3.41
Se 0.05 -0.54 -2.51
C -1.28 -3.89 -1.73
Se -1.21 -2.98 0.03
H -4.56 -2.30 -2.27
H -2.59 -1.58 -1.76
H -2.62 -1.23 -3.50
H -2.75 -4.58 -3.84
H -1.05 -4.61 -4.37
H -3.05 -2.82 -5.19
H -0.39 -2.00 -4.47
H 0.61 -2.87 -3.28
H -0.34 -4.43 -1.82
H -2.08 -4.61 -1.61
C -3.41 5.44 -0.58
C -3.56 4.33 -1.40
C -2.76 3.22 -1.20
C -1.84 3.18 -0.15
C -1.66 4.32 0.62
C -2.43 5.45 0.40
As -0.84 1.51 0.13
C 0.38 2.06 1.55
C 0.02 2.38 2.86
C 0.98 2.76 3.77
C 2.31 2.84 3.39
C 2.68 2.54 2.10
C 1.72 2.15 1.19
C -2.25 0.44 0.96
C -3.33 0.13 0.14
C -4.29 -0.78 0.53
C -4.18 -1.41 1.76
C -3.12 -1.10 2.59
C -2.16 -0.19 2.20
H -4.04 6.30 -0.73
H -4.28 4.33 -2.20
H -2.83 2.37 -1.87
H -0.90 4.34 1.39
H -2.28 6.33 1.01
H -1.02 2.33 3.16
H 0.70 3.00 4.79
H 3.06 3.15 4.11
H 3.72 2.59 1.80
H 1.99 1.89 0.17
H -3.41 0.61 -0.84
H -5.12 -1.01 -0.13
H -4.91 -2.14 2.06
H -3.03 -1.60 3.55
H -1.32 0.01 2.85
*
```

The LUMO energy comes out at -1.918 eV. For the energy relative to the best compared isomer or geometry (same formula, charge and spin), the calculation gives 1.316 eV.

=====

2.
DFT (wB97M-V/def2-TZVPD) results for C33H33Br2ClN4O5PPt as an isolated structure in a non-equilibrium geometry.

```
! RIJCOSX wB97M-V def2-TZVPD def2/J DEFGRID3
* xyz 1 1
Pt 0.99 0.03 -0.55
C -0.44 -1.59 2.12
C 0.03 -0.25 2.58
C -0.10 0.11 3.94
C 0.33 1.33 4.36
C 0.91 2.23 3.45
C 1.34 3.53 3.77
Br 1.14 4.20 5.52
C 1.91 4.35 2.82
C 2.10 3.88 1.52
Br 2.93 4.95 0.24
C 1.70 2.59 1.12
O 1.93 2.11 -0.04
C 1.04 1.79 2.11
N 0.58 0.57 1.71
H -1.52 -1.67 2.27
H 0.03 -2.39 2.69
H -0.21 -1.71 1.06
H -0.56 -0.59 4.63
H 0.21 1.63 5.40
H 2.23 5.35 3.08
O -0.96 3.55 -5.00
C -1.80 3.67 -3.99
O -2.79 4.35 -4.04
C -1.50 2.89 -2.73
C -2.31 2.92 -1.60
Cl -3.70 3.81 -1.28
N -1.82 2.03 -0.70
N -0.71 1.46 -1.18
C -0.52 1.95 -2.38
C 0.72 1.55 -3.08
O 0.92 1.90 -4.23
O 1.55 0.81 -2.41
C -2.42 1.78 0.59
C -2.48 2.79 1.52
C -3.19 2.59 2.70
C -3.83 1.37 2.92
C -3.75 0.36 1.98
C -3.04 0.55 0.80
H -0.21 2.95 -4.79
H -2.00 3.74 1.32
H -3.26 3.38 3.43
H -4.40 1.22 3.83
H -4.27 -0.58 2.14
H -3.00 -0.21 0.04
C -2.99 -3.99 -2.21
N -2.30 -3.10 -1.29
C -1.75 -3.71 -0.11
C -1.62 -1.93 -1.81
C -0.21 -2.18 -2.36
C -0.07 -3.04 -3.45
C 1.16 -3.29 -4.03
C 2.28 -2.64 -3.55
C 2.17 -1.77 -2.48
C 0.94 -1.56 -1.86
H -3.83 -4.46 -1.70
H -2.36 -4.79 -2.61
H -3.39 -3.41 -3.05
H -2.28 -4.64 0.10
H -1.87 -3.05 0.74
H -0.67 -3.95 -0.21
H -1.55 -1.17 -1.03
H -2.24 -1.53 -2.62
H -0.96 -3.51 -3.86
H 1.23 -3.98 -4.86
H 3.25 -2.78 -4.02
H 3.04 -1.21 -2.18
C 4.44 -0.21 -0.17
P 2.89 -0.85 0.49
C 3.10 -0.68 2.28
C 3.01 -2.65 0.31
H 5.26 -0.82 0.20
H 4.57 0.83 0.15
H 4.43 -0.22 -1.26
H 4.06 -1.12 2.53
H 2.31 -1.20 2.81
H 3.10 0.37 2.58
H 3.91 -3.00 0.81
H 3.03 -2.93 -0.74
H 2.13 -3.11 0.77
*
```

The LUMO energy comes out at -5.518 eV. For the energy relative to the best compared isomer or geometry (same formula, charge and spin), the calculation gives 2.364 eV.

=====

3.
DFT (wB97M-V/def2-TZVPD) results for C33H33ClN5Se2Te2Y as an isolated structure in a non-equilibrium geometry.

```
! RIJCOSX wB97M-V def2-TZVPD def2/J DEFGRID3
* xyz -2 1
Y -10.38 -21.48 -0.37
Se -12.72 -21.43 1.39
Te -11.36 -22.53 3.16
Te -9.05 -21.15 2.93
Se -8.00 -21.98 0.85
N -12.22 -21.56 -2.39
C -12.90 -22.78 -2.62
C -13.79 -22.99 -3.57
C -14.17 -24.23 -3.96
C -13.62 -25.34 -3.53
C -12.65 -25.27 -2.43
C -12.16 -26.31 -1.74
C -11.62 -26.05 -0.42
C -11.30 -24.74 -0.05
N -11.69 -23.63 -0.84
C -12.25 -23.91 -1.95
H -11.49 -21.27 -3.27
H -12.68 -20.82 -2.30
H -13.66 -22.14 -4.23
H -14.85 -24.29 -4.67
H -13.77 -26.38 -3.70
H -11.97 -27.51 -2.10
H -10.91 -26.82 0.19
H -10.80 -24.53 1.05
C -9.11 -17.62 0.98
C -10.54 -17.73 0.46
C -10.88 -16.40 -0.07
C -11.46 -17.96 1.64
C -10.77 -18.92 -0.44
H -8.93 -17.00 1.71
H -8.59 -17.29 0.10
H -8.95 -18.74 1.26
H -10.62 -15.52 0.47
H -11.89 -16.21 -0.42
H -10.46 -16.01 -0.92
H -11.54 -17.15 2.44
H -11.22 -19.01 2.00
H -12.55 -18.17 1.36
H -11.82 -18.83 -0.74
N -8.55 -16.43 -6.07
C -7.60 -16.04 -7.01
C -7.74 -15.93 -8.31
C -6.59 -15.40 -8.86
C -5.40 -15.49 -8.34
C -5.12 -16.16 -7.15
C -6.36 -16.31 -6.28
N -6.36 -16.52 -4.99
C -7.66 -16.76 -4.69
C -8.43 -17.18 -3.84
C -7.83 -17.92 -2.63
C -8.65 -18.74 -1.86
N -9.96 -18.69 -1.64
C -10.53 -18.03 -2.78
C -9.77 -17.34 -3.67
H -9.65 -16.14 -5.89
H -8.76 -15.78 -8.85
H -6.98 -14.74 -9.64
H -4.43 -15.30 -8.99
H -4.29 -16.17 -6.38
H -6.77 -17.83 -2.47
H -8.02 -19.08 -0.95
H -11.45 -18.04 -2.62
H -10.20 -16.90 -4.37
Cl -10.25 -21.79 -8.32
C -10.05 -22.12 -6.64
C -10.15 -20.89 -5.77
C -9.69 -20.96 -4.52
C -9.47 -22.08 -3.80
C -9.03 -22.13 -2.44
C -9.39 -23.28 -4.66
C -9.77 -23.23 -6.04
H -10.17 -19.98 -6.39
H -9.04 -20.08 -4.00
H -8.44 -21.32 -1.89
H -8.27 -23.17 -2.32
H -9.27 -24.03 -3.93
H -9.55 -24.19 -6.41
*
```

The LUMO energy comes out at 3.084 eV. For the energy relative to the best compared isomer or geometry (same formula, charge and spin), the calculation gives 14.437 eV.

=====

HOMO-LUMO gap? In order: 5.510 4.857 2.979 eV.